[1]
# C4H2N2O

One molecule with the formula C4H2N2O in a non-equilibrium geometry (wB97M-V/def2-TZVPD, the OMol25 dataset).

- Total charge: 0
- Structure (SMILES): N#CC#CC(N)=O
- Energy above the lowest of the compared OMol25 structures with the same formula, charge and spin: 377.2 kJ/mol

Last column: Mulliken charge in e.
Cartesian coordinates (Å):
N (2.16620, 1.21011, 0.23134)  -0.294
C (2.57208, 0.21146, -0.21416)  0.221
C (1.76369, -0.96203, 0.11212)  -0.194
C (0.57582, -0.70161, 0.32173)  0.203
C (-0.85472, -0.63081, 0.11558)  0.500
N (-1.42015, 0.56376, -0.20134)  -0.373
O (-1.43591, -1.69566, 0.16936)  -0.527
H (-0.94814, 1.45673, -0.17735)  0.230
H (-2.41886, 0.54804, -0.35728)  0.232

Atoms 1-2, force components in eV/Å:
2.292 1.542 -0.841
-1.067 0.517 1.269



[2]
# C4H2N2S

One molecule with the formula C4H2N2S in a non-equilibrium geometry (wB97M-V/def2-TZVPD, the OMol25 dataset).

- Total charge: 0
- Structure (SMILES): C#C/C(C#N)=N\S
- Energy above the lowest of the compared OMol25 structures with the same formula, charge and spin: 273.4 kJ/mol

Last column: Mulliken charge in e.
Cartesian coordinates (Å):
C (-0.25021, 2.23893, 0.00985)  -0.040
C (-0.23268, 1.00672, -0.23299)  -0.322
C (-0.34791, -0.40635, -0.15725)  0.604
C (-1.72800, -0.88637, -0.00216)  0.030
N (-2.73897, -1.43959, 0.00129)  -0.371
N (0.65222, -1.22267, -0.04972)  -0.384
S (2.23059, -0.65815, -0.02767)  -0.088
H (-0.29596, 3.27492, 0.34789)  0.385
H (2.71091, -1.90743, 0.11074)  0.185

Atoms 1-2, force components in eV/Å:
0.035 -4.261 -0.557
-0.152 5.688 1.308



[3]
# C4H2N2S

C4H2N2S as an isolated structure in a non-equilibrium geometry (wB97M-V/def2-TZVPD, the OMol25 dataset).

- Total charge: 0
- Energy above the lowest of the compared OMol25 structures with the same formula, charge and spin: 616.1 kJ/mol

Last column: Mulliken charge in e.
Cartesian coordinates (Å):
C (0.66571, -1.58769, 0.22756)  0.067
C (-0.68497, -1.44417, 0.15033)  -0.320
C (1.68315, -0.68704, 0.02510)  -0.124
C (-1.30086, 1.01439, -0.06522)  -0.012
N (0.92821, 0.37997, -0.25426)  -0.670
N (-0.39175, -0.08053, -0.14435)  0.556
S (-2.84952, 0.98148, 0.13763)  -0.235
H (2.76199, -0.59634, 0.05239)  0.416
H (-0.81195, 2.01992, -0.12916)  0.321

Atoms 1-2, force components in eV/Å:
-2.692 -0.061 -0.120
3.545 0.741 0.084



[4]
# C4H2N4

C4H2N4 as an isolated structure in a non-equilibrium geometry (wB97M-V/def2-TZVPD, the OMol25 dataset).

- Total charge: 0
- Energy above the lowest of the compared OMol25 structures with the same formula, charge and spin: 472.3 kJ/mol

Last column: Mulliken charge in e.
Cartesian coordinates (Å):
C (1.92158, 0.07962, -0.13808)  -0.070
C (0.02715, -0.74219, 0.12787)  0.564
C (-1.52183, 1.08054, -0.12607)  -0.346
C (0.06565, 0.80570, 0.24387)  0.603
H (2.94698, -0.20099, -0.18330)  0.400
H (-2.07295, 1.87269, -0.13949)  0.475
N (1.35996, -1.03459, 0.01968)  -0.467
N (-1.06202, -1.35824, -0.07107)  -0.379
N (-2.04135, -0.16426, 0.00816)  -0.266
N (1.19636, 1.26942, -0.00288)  -0.515

Atoms 1-2, force components in eV/Å:
2.507 -1.947 1.167
0.009 1.096 0.813



[5]
# C4H2N4

One molecule with the formula C4H2N4 in a non-equilibrium geometry (wB97M-V/def2-TZVPD, the OMol25 dataset).

- Total charge: 0
- Structure (SMILES): C1=NC2=CN=NC2=N1
- Energy above the lowest of the compared OMol25 structures with the same formula, charge and spin: 482.8 kJ/mol

Last column: Mulliken charge in e.
Cartesian coordinates (Å):
C (-1.09599, 0.15239, 1.51132)  -0.071
N (0.38499, 0.17042, 1.54645)  -0.449
C (0.51716, -0.17437, 0.27374)  0.776
C (1.42773, -0.04928, -0.96420)  -0.341
N (0.74420, -0.14812, -2.04351)  -0.229
N (-0.60432, 0.33030, -1.71672)  -0.344
C (-0.69040, -0.02535, -0.50753)  0.479
N (-1.87528, -0.12423, 0.35786)  -0.461
H (-1.39208, 0.17402, 2.62673)  0.327
H (2.58399, -0.30578, -1.08415)  0.313

Atoms 1-2, force components in eV/Å:
-3.246 -1.938 0.681
-1.217 -1.288 -4.536



[6]
# C4H2N4O2

One molecule with the formula C4H2N4O2 in a non-equilibrium geometry (wB97M-V/def2-TZVPD, the OMol25 dataset).

- Total charge: 0
- Structure (SMILES): N#Cc1cncn1[N+](=O)[O-]
- Energy above the lowest of the compared OMol25 structures with the same formula, charge and spin: 409.2 kJ/mol

Last column: Mulliken charge in e.
Cartesian coordinates (Å):
N (-2.88985, 2.16294, -1.74780)  -0.472
C (-2.03684, 1.48895, -1.35953)  0.359
C (-1.05626, 0.72512, -0.76402)  0.069
C (-0.86823, 0.52731, 0.59295)  -0.287
N (0.34461, -0.15617, 0.76998)  -0.613
C (0.81532, -0.50402, -0.40262)  0.147
N (0.06238, -0.04498, -1.43421)  -0.018
N (0.31655, -0.07215, -2.86201)  1.140
O (1.14172, -0.84910, -3.11694)  -0.604
O (-0.34625, 0.64303, -3.49386)  -0.555
H (-1.31129, 0.76345, 1.51357)  0.457
H (1.71254, -1.08229, -0.69634)  0.377

Atoms 1-2, force components in eV/Å:
0.414 -0.330 0.110
-1.513 1.013 -1.122



[7]
# C4H2NO3S

An isolated ion of composition C4H2NO3S and charge +1 in a non-equilibrium geometry (wB97M-V/def2-TZVPD, the OMol25 dataset).

- Total charge: +1
- E_tot: -831.79893 Eh

Last column: Mulliken charge in e.
Cartesian coordinates (Å):
C (-0.65523, -0.16168, -0.03240)  0.546
C (0.03896, 1.15828, -0.11155)  0.553
C (1.73845, -1.44144, -0.25005)  0.810
C (-1.98191, -0.34893, 0.07146)  -0.785
N (1.42900, 1.02949, 0.07045)  0.149
O (-0.51566, 2.18305, -0.52410)  -0.414
O (2.84529, -1.14183, -0.41086)  -0.136
O (2.22667, 1.32770, 0.90391)  -0.232
S (0.20812, -1.76466, 0.14905)  -0.052
H (-2.67268, -1.28938, 0.09555)  0.254
H (-2.66100, 0.44941, 0.03854)  0.309

Atoms 1-2, force components in eV/Å:
-1.227 -0.964 0.256
-2.186 3.319 -0.123



[8]
# C4H2O2

One molecule with the formula C4H2O2 (wB97M-V/def2-TZVPD, the OMol25 dataset).

- Total charge: 0
- Structure (SMILES): O=CC#CC=O
- Energy above the lowest of the compared OMol25 structures with the same formula, charge and spin: 44.6 kJ/mol

Last column: Mulliken charge in e.
Cartesian coordinates (Å):
O (-0.02437, -0.67765, 2.56622)  -0.391
C (0.45894, 0.24736, 1.95801)  -0.103
C (0.18266, 0.37834, 0.54048)  0.440
C (-0.03065, 0.08040, -0.60918)  0.161
C (-0.45210, -0.25855, -1.95147)  -0.275
O (-0.90968, 0.57736, -2.69205)  -0.402
H (1.14180, 0.97815, 2.41579)  0.293
H (-0.36661, -1.32542, -2.22780)  0.277

Atoms 1-2, force components in eV/Å:
0.220 0.504 0.053
-0.073 -0.354 0.289



[9]
# C4H2O2

A 2-piece molecular cluster, C4H2O2 overall in a non-equilibrium geometry (wB97M-V/def2-TZVPD, the OMol25 dataset).

- Total charge: 0
- Energy above the lowest of the compared OMol25 structures with the same formula, charge and spin: 190.1 kJ/mol

Last column: Mulliken charge in e.
Cartesian coordinates (Å):
O (-2.91676, -0.51791, 0.91055)  -0.067
C (-1.80700, -0.73632, 0.91928)  -0.018
C (-0.66263, 1.67884, -1.12993)  -0.562
C (0.32090, 0.95454, -0.78399)  0.061
C (1.31777, 0.14691, -0.37576)  0.244
O (1.17120, -0.86192, 0.45154)  -0.319
H (0.22352, -0.92076, 0.70703)  0.317
H (2.35300, 0.25662, -0.69872)  0.343

Atoms 1-2, force components in eV/Å:
1.301 -0.250 0.013
-1.380 0.220 0.024



[10]
# C4H2O2

One molecule with the formula C4H2O2 (wB97M-V/def2-TZVPD, the OMol25 dataset).

- Total charge: 0
- Structure (SMILES): O=CC#CC=O
- Energy above the lowest of the compared OMol25 structures with the same formula, charge and spin: 157.5 kJ/mol

Last column: Mulliken charge in e.
Cartesian coordinates (Å):
O (0.24363, 1.06891, 2.57863)  -0.436
C (0.15262, 0.63148, 1.47125)  0.231
C (0.52316, -0.66628, 0.86911)  0.011
C (0.47189, -1.09840, -0.27399)  -0.202
C (-0.19336, -0.55280, -1.46982)  0.150
O (-0.25637, 0.65154, -1.56540)  -0.423
H (-0.25424, 1.17705, 0.58013)  0.320
H (-0.68733, -1.21150, -2.18991)  0.349

Atoms 1-2, force components in eV/Å:
0.048 -0.355 -0.482
0.047 0.352 0.508



[11]
# C4H2O3

C4H2O3 as an isolated structure in a non-equilibrium geometry (wB97M-V/def2-TZVPD, the OMol25 dataset).

- Total charge: 0
- Energy above the lowest of the compared OMol25 structures with the same formula, charge and spin: 1037.1 kJ/mol

Last column: Mulliken charge in e.
Cartesian coordinates (Å):
C (-2.75960, -0.84001, -0.15016)  0.568
C (-1.94476, 0.33304, -0.14013)  0.279
C (-1.85160, -1.22835, 0.76665)  -0.668
C (-0.57105, 0.10120, 0.03442)  -0.130
O (0.28228, 0.94651, 0.58227)  -0.431
O (-3.87035, 0.02291, -0.17193)  -0.141
O (-3.02782, 1.12569, 0.12690)  -0.189
H (-0.34618, -0.83069, -0.49598)  0.354
H (0.93116, 1.01942, -0.05390)  0.358

Atoms 1-2, force components in eV/Å:
0.928 1.179 -0.495
1.649 -0.968 -0.455